Record 1
Molecular formula: C52H40AsF5INPSZr
Method: DFT, wB97M-V/def2-TZVPD

Each line ends with the Löwdin charge.
Cartesian coordinates (Å):
Zr (0.101, -0.503, 1.213)  1.065
I (0.029, -3.628, 0.216)  1.007
C (1.191, -4.274, -1.576)  -0.463
C (1.749, -5.516, -1.391)  -0.170
C (2.210, -6.300, -2.465)  -0.054
C (2.106, -5.815, -3.750)  -0.020
C (1.629, -4.507, -3.986)  -0.142
C (1.607, -4.040, -5.321)  -0.015
C (1.130, -2.771, -5.552)  -0.035
C (0.743, -1.901, -4.489)  -0.077
C (0.709, -2.322, -3.173)  -0.320
P (-0.042, -1.096, -2.071)  0.975
C (0.891, 0.400, -2.492)  -0.386
C (0.353, 1.699, -2.466)  -0.113
C (1.132, 2.822, -2.684)  -0.067
C (2.463, 2.663, -3.076)  -0.083
C (3.016, 1.403, -3.112)  -0.091
C (2.233, 0.281, -2.875)  -0.106
C (-1.718, -0.938, -2.774)  -0.361
C (-2.728, -1.758, -2.257)  -0.109
C (-4.060, -1.499, -2.553)  -0.085
C (-4.381, -0.476, -3.414)  -0.086
C (-3.391, 0.217, -4.108)  -0.070
C (-2.056, -0.022, -3.804)  -0.083
C (1.194, -3.640, -2.860)  -0.154
H (1.828, -5.915, -0.391)  0.085
H (2.632, -7.273, -2.249)  0.113
H (2.362, -6.428, -4.622)  0.126
H (1.914, -4.728, -6.118)  0.127
H (1.115, -2.404, -6.557)  0.104
H (0.498, -0.855, -4.736)  0.109
H (-0.702, 1.792, -2.166)  0.066
H (0.731, 3.843, -2.573)  0.119
H (3.076, 3.546, -3.295)  0.116
H (4.074, 1.272, -3.361)  0.117
H (2.701, -0.694, -2.977)  0.102
H (-2.466, -2.584, -1.582)  0.074
H (-4.881, -2.105, -2.146)  0.115
H (-5.432, -0.220, -3.594)  0.115
H (-3.677, 0.955, -4.850)  0.109
H (-1.216, 0.456, -4.341)  0.107
F (5.744, -4.237, 0.028)  0.113
C (4.818, -3.527, 0.713)  -0.115
C (4.003, -2.592, 0.058)  -0.129
F (4.192, -2.361, -1.258)  0.106
C (3.071, -1.853, 0.816)  -0.230
F (2.202, -0.939, 0.235)  -0.120
C (2.883, -2.100, 2.196)  -0.561
S (1.720, -1.221, 3.144)  0.628
C (3.698, -3.099, 2.797)  -0.194
F (3.488, -3.357, 4.127)  0.060
C (4.688, -3.772, 2.088)  -0.104
F (5.477, -4.647, 2.770)  0.115
C (-3.375, -2.609, 1.810)  -0.291
As (-1.731, -2.047, 2.705)  0.923
C (-1.235, -3.501, 3.929)  -0.283
C (-2.560, -0.838, 4.105)  -0.262
H (-4.177, -2.630, 2.539)  0.029
H (-3.181, -3.577, 1.351)  0.013
H (-3.609, -1.853, 1.058)  0.021
H (-1.908, -3.387, 4.797)  0.039
H (-0.195, -3.358, 4.234)  0.007
H (-1.425, -4.475, 3.434)  0.036
H (-3.499, -1.303, 4.446)  0.035
H (-2.780, 0.116, 3.616)  0.010
H (-1.855, -0.730, 4.931)  0.030
N (0.075, 1.042, 2.499)  -0.128
C (0.499, 2.218, 2.683)  -0.279
C (1.868, 2.592, 2.209)  -0.179
C (2.300, 2.125, 0.970)  -0.060
C (3.645, 2.076, 0.645)  -0.066
C (4.590, 2.471, 1.598)  -0.069
C (4.181, 3.147, 2.739)  -0.058
C (2.813, 3.259, 3.021)  -0.004
C (-0.296, 3.289, 3.450)  -0.141
C (-1.192, 3.028, 4.499)  -0.034
C (-1.966, 4.044, 5.077)  -0.081
C (-1.866, 5.345, 4.620)  -0.076
C (-1.019, 5.639, 3.538)  -0.063
C (-0.218, 4.635, 3.012)  -0.038
H (1.585, 1.729, 0.247)  0.086
H (4.015, 1.676, -0.291)  0.100
H (5.647, 2.299, 1.400)  0.110
H (4.897, 3.527, 3.455)  0.109
H (2.507, 3.873, 3.857)  0.117
H (-1.307, 2.008, 4.891)  0.102
H (-2.652, 3.784, 5.878)  0.106
H (-2.425, 6.143, 5.110)  0.109
H (-0.959, 6.643, 3.141)  0.105
H (0.468, 4.878, 2.224)  0.108
C (-1.406, 0.568, -0.003)  -0.221
C (-2.222, 1.455, -0.258)  -0.103
C (-3.117, 2.568, -0.323)  -0.232
C (-3.157, 3.379, -1.481)  -0.037
C (-3.873, 4.561, -1.528)  -0.074
C (-4.609, 4.954, -0.416)  -0.081
C (-4.751, 4.094, 0.665)  -0.074
C (-4.011, 2.913, 0.718)  -0.021
H (-2.616, 3.056, -2.354)  0.098
H (-3.863, 5.213, -2.386)  0.106
H (-5.133, 5.916, -0.417)  0.113
H (-5.411, 4.380, 1.465)  0.103
H (-4.142, 2.233, 1.553)  0.108

The value obtained for the energy above the lowest of the compared OMol25 structures with the same formula, charge and spin is 0.0 kcal per mole. As for the net charge: +1. The HOMO-LUMO gap is 7.121 eV. Its spin multiplicity is 1.

=====

Record 2
Molecular formula: C28H49BrNP3Zn
Method: DFT, wB97M-V/def2-TZVPD

Each line ends with the Löwdin charge.
Cartesian coordinates (Å):
N (5.436, -4.162, -0.101)  0.114
C (4.367, -4.839, -0.517)  -0.082
C (3.064, -4.341, -0.405)  0.038
C (2.860, -3.031, 0.111)  -0.177
C (4.010, -2.380, 0.634)  0.031
C (5.264, -2.981, 0.489)  -0.085
C (1.592, -2.352, -0.022)  0.034
Zn (-0.326, -0.733, 0.201)  0.559
P (-1.631, 3.236, -1.553)  0.974
C (1.540, -0.939, -0.293)  -0.323
C (1.691, -0.445, -1.715)  -0.248
C (2.655, 0.524, -2.030)  -0.023
C (2.716, 1.062, -3.315)  -0.094
C (1.809, 0.643, -4.305)  -0.719
C (0.909, -0.394, -4.011)  -0.104
C (0.863, -0.950, -2.731)  -0.064
Br (1.792, 1.503, -5.938)  0.869
H (0.695, -2.982, -0.025)  0.089
H (2.111, -0.298, 0.392)  0.063
H (2.235, -4.929, -0.795)  0.124
H (3.945, -1.394, 1.106)  0.121
H (4.550, -5.805, -0.985)  0.129
H (6.164, -2.484, 0.852)  0.128
H (3.378, 0.849, -1.280)  0.123
H (0.225, -1.813, -2.525)  0.102
H (3.479, 1.798, -3.536)  0.115
H (0.211, -0.749, -4.766)  0.118
P (-0.054, 0.011, 2.521)  0.935
C (-1.051, 2.390, -3.062)  -0.433
C (-0.977, 3.370, -4.243)  -0.164
H (-1.750, 1.573, -3.294)  0.075
H (-0.069, 1.952, -2.841)  0.040
H (-0.811, 2.818, -5.175)  0.037
H (-1.907, 3.946, -4.350)  0.072
H (-0.150, 4.084, -4.142)  0.076
C (-0.092, 3.782, -0.734)  -0.421
C (-0.059, 5.314, -0.621)  -0.161
H (0.761, 3.414, -1.325)  0.073
H (-0.043, 3.324, 0.263)  0.031
H (0.898, 5.631, -0.193)  0.070
H (-0.169, 5.802, -1.598)  0.071
H (-0.858, 5.687, 0.033)  0.073
C (-2.512, 2.050, -0.499)  -0.459
C (-3.993, 2.450, -0.420)  -0.165
H (-2.054, 2.063, 0.501)  0.045
H (-2.387, 1.045, -0.928)  0.012
H (-4.496, 1.886, 0.372)  0.063
H (-4.109, 3.520, -0.198)  0.073
H (-4.528, 2.257, -1.359)  0.079
C (-1.768, 0.301, 3.137)  -0.391
C (-2.025, 0.230, 4.640)  -0.123
H (-2.422, -0.422, 2.622)  0.036
H (-2.061, 1.295, 2.767)  0.081
H (-2.001, -0.799, 5.017)  0.072
H (-1.321, 0.832, 5.223)  0.078
H (-3.030, 0.621, 4.837)  0.090
C (0.668, 1.698, 2.488)  -0.383
C (2.177, 1.780, 2.291)  -0.119
H (0.369, 2.168, 3.434)  0.104
H (0.147, 2.246, 1.691)  0.039
H (2.723, 1.350, 3.138)  0.076
H (2.509, 1.289, 1.371)  0.045
H (2.476, 2.833, 2.212)  0.095
C (0.873, -0.765, 3.908)  -0.373
C (0.576, -2.236, 4.173)  -0.131
H (0.644, -0.164, 4.800)  0.095
H (1.948, -0.636, 3.714)  0.080
H (1.367, -2.654, 4.817)  0.091
H (-0.376, -2.370, 4.706)  0.071
H (0.557, -2.831, 3.249)  0.059
C (-3.098, -1.333, -1.489)  -0.246
P (-2.087, -2.227, -0.243)  0.792
C (-3.264, -2.470, 1.132)  -0.244
C (-2.085, -3.906, -0.962)  -0.236
H (-3.747, -0.603, -0.990)  0.046
H (-3.709, -2.053, -2.048)  0.070
H (-2.428, -0.821, -2.196)  0.034
H (-3.935, -3.298, 0.860)  0.065
H (-2.725, -2.734, 2.053)  0.051
H (-3.856, -1.564, 1.317)  0.055
H (-3.106, -4.310, -0.881)  0.069
H (-1.792, -3.875, -2.019)  0.062
H (-1.393, -4.558, -0.414)  0.051

The value obtained for the energy above the lowest of the compared OMol25 structures with the same formula, charge and spin is 0.0 kcal per mole. As for the net charge: +2. The HOMO-LUMO gap (spin up / spin down) is 3.611 / 3.600 eV. Its spin multiplicity is 1.

=====

Record 3
Molecular formula: C17H21N3O3S2
Method: DFT, wB97M-V/def2-TZVPD

Each line ends with the Löwdin charge.
Cartesian coordinates (Å):
C (-5.106, -1.129, 1.854)  -0.050
C (-3.913, -0.628, 1.100)  -0.276
C (-2.623, -0.924, 1.522)  -0.022
C (-1.521, -0.435, 0.846)  0.000
C (-1.696, 0.353, -0.283)  -0.263
N (-0.552, 0.810, -0.974)  -0.192
C (-0.377, 2.213, -1.276)  -0.081
C (0.393, 2.896, -0.131)  -0.476
O (-0.092, 3.772, 0.553)  0.065
N (1.632, 2.408, 0.009)  0.062
C (2.530, 2.822, 1.058)  -0.237
C (3.148, 1.618, 1.754)  -0.421
S (4.157, 0.648, 0.577)  0.966
C (3.269, -0.871, 0.501)  -0.620
C (3.666, -1.820, -0.439)  -0.102
C (3.005, -3.030, -0.449)  -0.070
C (1.993, -3.256, 0.477)  -0.079
C (1.677, -2.239, 1.356)  -0.164
N (2.295, -1.069, 1.371)  0.050
S (0.358, -0.283, -1.798)  0.626
C (-0.403, -0.376, -3.442)  -0.098
O (0.230, -1.568, -1.187)  -0.262
O (1.674, 0.276, -1.951)  -0.300
C (-2.980, 0.649, -0.723)  -0.012
C (-4.074, 0.167, -0.029)  -0.038
H (-4.860, -2.024, 2.420)  0.076
H (-5.928, -1.352, 1.178)  0.077
H (-5.447, -0.368, 2.557)  0.086
H (-2.479, -1.539, 2.399)  0.114
H (-0.519, -0.659, 1.171)  0.094
H (-1.341, 2.712, -1.394)  0.129
H (0.203, 2.299, -2.197)  0.124
H (1.946, 1.668, -0.613)  0.076
H (3.325, 3.451, 0.639)  0.117
H (1.948, 3.418, 1.768)  0.123
H (3.805, 1.938, 2.561)  0.073
H (2.393, 0.925, 2.126)  0.063
H (4.460, -1.590, -1.131)  0.105
H (3.273, -3.791, -1.166)  0.109
H (1.456, -4.190, 0.502)  0.103
H (0.898, -2.358, 2.099)  0.107
H (-1.415, -0.736, -3.308)  0.063
H (0.176, -1.078, -4.028)  0.066
H (-0.386, 0.605, -3.898)  0.059
H (-3.127, 1.257, -1.604)  0.115
H (-5.070, 0.407, -0.374)  0.113

The value obtained for the energy above the lowest of the compared OMol25 structures with the same formula, charge and spin is 10.6 kcal per mole. The HOMO-LUMO gap is 8.517 eV. Its spin multiplicity is 1.